ORCA calculation (the ωB97M-V functional and the def2-TZVPD basis) on a 12-piece molecular cluster, C48H98Br22FNO5PS overall in a non-equilibrium geometry.

Output
Kohn-Sham gap   7.2 eV
HOMO level   -0.3659 Ha
DFT total energy   -59786.08262 Eh

The geometry in ORCA input format:
```
! RIJCOSX wB97M-V def2-TZVPD def2/J DEFGRID3
* xyz 1 1
C -5.646 5.063 2.997
C -6.588 4.056 2.340
C -5.899 3.286 1.214
C -6.733 2.080 0.732
C -6.285 0.741 1.345
C -5.704 -0.229 0.309
C -5.192 -1.511 0.979
C -4.222 -2.258 0.039
C -4.950 -2.792 -1.216
C -4.491 -2.208 -2.557
C -2.981 -2.050 -2.722
C -2.226 -3.390 -2.662
C -1.774 -3.832 -4.068
C -0.780 -5.009 -4.010
C 0.602 -4.488 -3.617
C 1.810 -5.425 -3.847
P 3.423 -4.405 -4.116
C 3.138 -2.659 -3.607
C 4.307 -2.153 -2.723
C 3.773 -4.375 -5.930
C 5.278 -4.067 -6.110
O 1.595 -6.153 -5.066
C 1.509 -7.545 -4.935
C 0.561 -7.993 -3.837
N 1.155 -7.555 -2.510
S -0.087 -7.418 -1.248
O -0.375 -6.057 -1.055
O -1.103 -8.334 -1.580
F 0.749 -7.970 -0.092
C 2.080 -6.334 -2.610
O 3.379 -6.801 -2.590
C 3.888 -7.091 -1.279
C 5.402 -7.253 -1.411
C 5.974 -8.264 -0.417
O 6.056 -6.005 -1.304
H -5.329 5.816 2.273
H -4.749 4.583 3.390
H -6.154 5.576 3.813
H -6.960 3.375 3.111
H -7.443 4.603 1.936
H -4.930 2.943 1.584
H -5.754 3.987 0.390
H -7.764 2.275 1.038
H -6.734 2.050 -0.358
H -5.524 0.916 2.108
H -7.146 0.249 1.801
H -6.488 -0.458 -0.416
H -4.873 0.261 -0.206
H -4.615 -1.189 1.849
H -6.010 -2.164 1.282
H -3.824 -3.103 0.605
H -3.429 -1.550 -0.188
H -6.005 -2.529 -1.107
H -4.932 -3.879 -1.216
H -4.806 -2.891 -3.365
H -4.975 -1.256 -2.783
H -2.542 -1.341 -2.021
H -2.809 -1.619 -3.710
H -2.845 -4.195 -2.257
H -1.320 -3.323 -2.056
H -1.325 -2.978 -4.583
H -2.650 -4.119 -4.657
H -1.210 -5.714 -3.293
H -0.786 -5.481 -4.993
H 0.749 -3.561 -4.168
H 0.611 -4.201 -2.563
H 2.215 -2.487 -3.059
H 3.132 -2.053 -4.516
H 3.952 -2.093 -1.694
H 5.184 -2.793 -2.781
H 4.547 -1.127 -3.000
H 3.559 -5.339 -6.383
H 3.151 -3.603 -6.385
H 5.469 -2.997 -6.107
H 5.604 -4.524 -7.042
H 5.829 -4.535 -5.294
H 2.503 -7.973 -4.747
H 1.162 -7.944 -5.886
H -0.471 -7.687 -3.959
H 0.567 -9.083 -3.833
H 1.745 -8.331 -2.189
H 1.953 -5.693 -1.735
H 3.492 -8.062 -0.951
H 3.652 -6.296 -0.568
H 5.618 -7.620 -2.415
H 6.953 -8.592 -0.760
H 5.359 -9.162 -0.332
H 6.096 -7.821 0.571
H 5.913 -5.644 -0.417
Br -2.298 2.021 -3.974
C -0.684 1.987 -5.057
C -0.538 0.676 -5.781
Br 0.044 -0.735 -4.571
H 0.148 2.192 -4.392
H -0.791 2.802 -5.769
H 0.233 0.740 -6.545
H -1.467 0.339 -6.231
Br 8.597 -1.883 0.140
C 9.455 -3.464 0.882
C 8.699 -4.719 0.537
Br 7.089 -4.904 1.620
H 9.540 -3.303 1.952
H 10.448 -3.491 0.439
H 9.297 -5.600 0.759
H 8.382 -4.749 -0.501
Br 4.995 0.248 1.868
C 5.440 0.929 0.101
C 4.381 1.859 -0.428
Br 2.816 0.887 -1.045
H 5.591 0.065 -0.539
H 6.383 1.459 0.226
H 4.751 2.389 -1.303
H 4.035 2.574 0.311
Br -4.249 7.226 6.403
C -5.753 8.464 6.510
C -6.910 7.869 7.263
Br -7.870 6.567 6.190
H -6.006 8.734 5.490
H -5.373 9.341 7.031
H -7.641 8.638 7.504
H -6.607 7.362 8.174
Br 6.215 1.553 -3.921
C 7.817 2.206 -3.018
C 7.604 3.577 -2.437
Br 7.642 4.951 -3.811
H 8.623 2.179 -3.745
H 8.018 1.481 -2.232
H 8.414 3.825 -1.757
H 6.653 3.674 -1.923
Br 11.226 1.879 -4.384
C 12.547 1.693 -2.967
C 11.926 1.248 -1.670
Br 10.988 2.700 -0.779
H 13.056 2.648 -2.885
H 13.245 0.939 -3.325
H 12.699 0.934 -0.972
H 11.209 0.443 -1.800
Br -3.453 11.298 4.693
C -2.089 11.333 6.080
C -2.625 10.866 7.405
Br -3.733 12.219 8.259
H -1.704 12.347 6.110
H -1.309 10.658 5.735
H -1.810 10.679 8.100
H -3.233 9.973 7.314
Br -11.687 6.910 6.714
C -11.604 5.413 7.963
C -11.363 5.866 9.379
Br -9.505 6.366 9.671
H -10.827 4.747 7.602
H -12.571 4.923 7.878
H -11.549 5.052 10.076
H -11.966 6.722 9.656
Br -5.322 -5.412 -3.652
C -7.152 -6.026 -3.910
C -7.972 -4.996 -4.638
Br -8.454 -3.517 -3.471
H -7.545 -6.259 -2.927
H -7.076 -6.940 -4.496
H -8.914 -5.427 -4.969
H -7.449 -4.569 -5.487
Br 13.056 3.725 2.269
C 14.524 2.792 1.405
C 15.524 3.745 0.811
Br 14.862 4.531 -0.842
H 14.084 2.136 0.660
H 14.984 2.193 2.188
H 16.435 3.218 0.535
H 15.767 4.566 1.476
Br -11.723 8.787 12.157
C -12.420 10.218 11.039
C -13.842 9.953 10.626
Br -13.940 8.608 9.224
H -11.748 10.311 10.191
H -12.362 11.116 11.649
H -14.288 10.848 10.198
H -14.457 9.600 11.447
*
```